(1)
Molecular formula: C37H58BrF2N3O8
Method: DFT, ωB97M-V with the def2-TZVPD basis set

Results
Orbital gap = 6.5237 eV
Structure (SMILES) = CCCCCCc1c(NCCC)c(CCC(C)C)c(C[C@H](C)O)c2nc(CCCCCOC)c(Br)nc12.O=C1OC[C@@H](F)O1.O=C1OC[C@@H](F)O1

```
! wB97M-V def2-TZVPD RIJCOSX def2/J DEFGRID3
* xyz 0 1
C -5.331 5.138 -2.779
C -5.054 3.502 -2.589
C -4.325 2.849 -3.905
C -3.835 1.293 -3.727
C -2.290 1.080 -4.331
C -1.283 1.741 -3.220
C -0.177 0.702 -2.583
C 1.399 1.246 -2.527
N 1.759 2.605 -3.085
C 1.351 3.742 -2.174
C 2.327 5.049 -2.520
C 2.273 6.002 -1.159
C 2.583 0.299 -1.858
C 4.143 0.886 -1.770
C 4.275 2.205 -0.777
C 5.100 1.895 0.622
C 6.343 2.993 0.839
C 4.122 2.102 1.955
C 2.144 -1.176 -1.295
C 3.327 -2.138 -0.607
C 3.290 -1.877 1.017
C 3.368 -3.382 1.738
O 2.010 -1.287 1.501
C 0.589 -1.790 -1.353
N 0.414 -3.179 -0.806
C -1.038 -3.538 -0.959
C -1.454 -5.078 -0.457
C -0.598 -5.294 0.964
C -1.035 -4.191 2.120
C -0.224 -4.359 3.542
C -0.801 -3.197 4.598
O 0.002 -3.261 5.829
C 0.721 -1.999 6.072
C -2.241 -2.614 -1.549
Br -4.174 -3.247 -1.693
N -1.987 -1.224 -2.061
C -0.545 -0.811 -1.985
H -6.110 5.554 -1.995
H -4.351 5.774 -2.676
H -5.773 5.379 -3.861
H -6.134 3.045 -2.366
H -4.445 3.406 -1.591
H -5.128 2.869 -4.778
H -3.365 3.497 -4.144
H -4.607 0.527 -4.202
H -3.864 1.073 -2.554
H -2.293 1.613 -5.377
H -2.098 -0.083 -4.473
H -0.797 2.695 -3.734
H -1.929 2.159 -2.316
H 2.751 2.670 -3.403
H 0.250 4.112 -2.450
H 1.321 3.478 -1.033
H 1.910 5.692 -3.414
H 3.419 4.725 -2.816
H 3.051 5.543 -0.415
H 1.165 5.907 -0.748
H 2.507 7.094 -1.510
H 4.912 0.099 -1.374
H 4.548 1.229 -2.838
H 4.864 3.091 -1.314
H 3.184 2.494 -0.466
H 5.538 0.808 0.690
H 7.095 2.668 1.674
H 5.926 4.059 1.159
H 6.904 3.089 -0.199
H 4.692 2.690 2.823
H 3.176 2.765 1.702
H 3.807 1.053 2.427
H 4.377 -1.997 -1.104
H 3.051 -3.290 -0.755
H 4.171 -1.226 1.430
H 2.509 -4.053 1.302
H 3.245 -3.311 2.907
H 4.388 -3.868 1.417
H 1.268 -1.960 1.474
H -2.580 -5.173 -0.154
H -1.077 -5.896 -1.213
H -0.856 -6.398 1.338
H 0.563 -5.304 0.757
H -0.912 -3.076 1.788
H -2.199 -4.370 2.317
H -0.398 -5.447 3.939
H 0.904 -4.102 3.329
H -0.710 -2.123 4.096
H -1.965 -3.349 4.789
H 1.194 -1.536 5.083
H 1.658 -2.234 6.771
H 0.010 -1.258 6.640
O -0.332 3.188 6.534
C -0.091 2.497 7.509
O -0.845 2.491 8.651
C -0.315 1.472 9.475
C 1.082 1.344 8.972
F 1.525 0.073 9.095
O 0.967 1.643 7.599
H -0.899 0.556 9.340
H -0.353 1.761 10.529
H 1.793 2.034 9.440
O -6.030 -2.473 -7.856
C -5.788 -3.163 -6.880
O -6.543 -3.169 -5.739
C -6.013 -4.188 -4.915
C -4.615 -4.316 -5.418
F -4.173 -5.587 -5.294
O -4.730 -4.017 -6.790
H -6.597 -5.104 -5.049
H -6.050 -3.899 -3.861
H -3.905 -3.626 -4.949
*
```

Atomic partial charges in e from the Mulliken method, atoms 1 to 99:
1 C -0.966
2 C -0.381
3 C -0.463
4 C -0.404
5 C -0.591
6 C -0.058
7 C -0.182
8 C -0.747
9 N -0.211
10 C -0.513
11 C -0.448
12 C -0.810
13 C 0.637
14 C -0.948
15 C 0.620
16 C 0.494
17 C -1.344
18 C -0.881
19 C 0.371
20 C -1.265
21 C 0.535
22 C -0.916
23 O -0.456
24 C 0.327
25 N -0.097
26 C 0.573
27 C -0.592
28 C -0.645
29 C -0.404
30 C 0.002
31 C -0.525
32 O -0.364
33 C -0.348
34 C -0.633
35 Br -0.190
36 N -0.166
37 C 0.015
38 H 0.307
39 H 0.250
40 H 0.254
41 H 0.259
42 H 0.244
43 H 0.310
44 H 0.171
45 H 0.286
46 H 0.213
47 H 0.344
48 H 0.212
49 H 0.225
50 H 0.205
51 H 0.499
52 H 0.314
53 H 0.152
54 H 0.359
55 H 0.263
56 H 0.131
57 H 0.241
58 H 0.323
59 H 0.189
60 H 0.350
61 H 0.130
62 H -0.625
63 H 0.188
64 H 0.338
65 H 0.286
66 H 0.362
67 H 0.335
68 H 0.208
69 H 0.112
70 H 0.335
71 H 0.390
72 H 0.146
73 H 0.018
74 H 0.240
75 H 0.361
76 H 0.137
77 H 0.322
78 H 0.313
79 H 0.407
80 H 0.104
81 H 0.142
82 H 0.345
83 H 0.335
84 H -0.143
85 H 0.263
86 H 0.275
87 H 0.163
88 H 0.217
89 H 0.182
90 O -0.529
91 C 0.642
92 O -0.310
93 C -0.397
94 C 0.300
95 F -0.265
96 O -0.256
97 H 0.283
98 H 0.276
99 H 0.269


(2)
Molecular formula: C37H58F2O33
Method: DFT, ωB97M-V with the def2-TZVPD basis set

Results
Orbital gap (alpha / beta) = 7.5104 / 1.7094 eV

```
! wB97M-V def2-TZVPD RIJCOSX def2/J DEFGRID3
* xyz 1 2
C -0.223 -5.292 -9.701
C -0.777 -5.529 -11.122
O -1.352 -4.229 -11.512
C -1.516 -3.515 -10.349
O -2.072 -2.436 -10.337
O -0.881 -4.161 -9.329
H 0.855 -5.137 -9.758
H -0.473 -6.131 -9.052
H -1.647 -6.167 -10.965
H -0.105 -5.890 -11.900
C 3.425 -4.334 -5.846
C 2.061 -4.781 -6.247
O 1.912 -4.410 -7.617
C 2.852 -3.468 -7.882
O 3.011 -2.717 -8.793
O 3.712 -3.349 -6.793
H 4.147 -5.150 -5.857
H 3.500 -3.871 -4.862
H 1.299 -4.311 -5.625
H 2.018 -5.868 -6.302
C 1.263 -4.385 -16.099
C 0.786 -5.079 -14.834
O -0.407 -4.484 -14.513
C -0.571 -3.403 -15.225
O -1.621 -2.695 -15.199
O 0.483 -3.205 -16.012
H 1.042 -4.912 -17.027
H 2.340 -4.218 -16.065
H 1.418 -4.849 -13.977
H 0.745 -6.146 -15.054
C 2.428 -1.187 -12.129
C 1.180 -0.715 -12.832
O 1.630 0.290 -13.660
C 2.818 0.711 -13.253
O 3.307 1.789 -13.523
O 3.268 -0.085 -12.264
H 2.893 -2.103 -12.496
H 2.202 -1.297 -11.069
H 0.446 -0.303 -12.140
H 0.752 -1.587 -13.326
C 1.731 -8.981 -16.591
C 3.064 -9.501 -17.214
O 3.898 -9.482 -16.031
C 3.388 -8.654 -15.071
O 4.048 -8.318 -14.116
O 2.208 -8.199 -15.465
H 1.108 -9.832 -16.317
H 1.143 -8.381 -17.286
H 3.482 -8.785 -17.921
H 3.047 -10.472 -17.710
C 7.206 -1.291 -12.045
C 7.055 -0.867 -13.467
O 5.917 -1.352 -14.056
C 5.457 -0.984 -15.222
O 5.934 -0.127 -16.005
O 4.311 -1.633 -15.361
C 3.529 -1.397 -16.524
H 8.094 -1.009 -11.479
H 7.287 -2.378 -12.033
H 6.274 -1.119 -11.505
H 7.913 -1.283 -13.994
H 7.105 0.220 -13.532
H 2.560 -1.886 -16.417
H 4.013 -1.574 -17.484
H 3.389 -0.318 -16.593
C 10.604 -0.124 -10.269
C 10.870 -1.471 -9.654
O 9.619 -2.177 -9.765
C 8.945 -2.562 -8.714
O 9.302 -2.544 -7.524
O 7.757 -2.965 -9.104
C 6.736 -3.375 -8.220
H 9.833 0.491 -9.803
H 10.325 -0.227 -11.318
H 11.494 0.504 -10.234
H 11.326 -1.623 -8.676
H 11.628 -1.897 -10.312
H 6.480 -2.678 -7.422
H 7.039 -4.227 -7.611
H 5.827 -3.723 -8.709
C 1.489 -8.601 -6.200
C 1.386 -9.482 -7.397
O 1.376 -8.626 -8.556
C 1.232 -9.140 -9.736
O 0.906 -10.298 -9.968
O 1.423 -8.178 -10.683
C 1.421 -8.415 -12.060
H 2.296 -7.873 -6.122
H 1.456 -9.160 -5.265
H 0.746 -7.812 -6.086
H 0.496 -10.109 -7.338
H 2.157 -10.244 -7.513
H 2.192 -9.157 -12.268
H 1.683 -7.461 -12.517
H 0.451 -8.781 -12.396
C 7.657 -6.062 -14.338
C 7.174 -7.184 -13.477
O 8.009 -7.368 -12.385
C 7.857 -6.928 -11.151
O 7.173 -5.956 -10.895
O 8.685 -7.571 -10.288
C 9.220 -8.901 -10.485
H 7.410 -5.055 -14.004
H 7.194 -6.183 -15.318
H 8.702 -6.177 -14.623
H 7.244 -7.996 -14.201
H 6.153 -7.098 -13.105
H 8.522 -9.708 -10.265
H 9.983 -9.064 -9.724
H 9.785 -9.046 -11.406
C 5.274 -9.468 -9.691
C 5.574 -9.807 -8.271
O 5.179 -8.626 -7.521
C 4.995 -7.583 -8.419
O 4.894 -6.430 -8.137
O 5.130 -8.057 -9.667
F 6.897 -9.998 -8.183
H 4.394 -9.968 -10.096
H 6.075 -9.905 -10.287
H 4.977 -10.644 -7.909
C 4.573 -4.054 -11.484
C 3.451 -5.116 -11.413
O 3.742 -5.810 -12.598
C 4.366 -5.040 -13.464
O 4.638 -5.318 -14.634
O 4.624 -3.851 -12.913
F 2.255 -4.458 -11.570
H 5.515 -4.405 -11.063
H 4.246 -3.119 -11.031
H 3.472 -5.754 -10.530
*
```

Atomic partial charges in e from the Mulliken method, atoms 1 to 99:
1 C 0.605
2 C 0.100
3 O -0.402
4 C 0.501
5 O -0.555
6 O -0.372
7 H -0.486
8 H 0.412
9 H 0.587
10 H -0.435
11 C -0.365
12 C 0.581
13 O -0.016
14 C 0.544
15 O -0.467
16 O -0.368
17 H 0.173
18 H 0.381
19 H 0.413
20 H -0.817
21 C -0.218
22 C 0.517
23 O -0.184
24 C 0.744
25 O -0.099
26 O -0.293
27 H 0.288
28 H 0.257
29 H -0.311
30 H 0.104
31 C 0.689
32 C 0.525
33 O -0.354
34 C 0.549
35 O -0.583
36 O -0.338
37 H -0.580
38 H 0.210
39 H 0.342
40 H -0.419
41 C -0.391
42 C -0.418
43 O -0.356
44 C 0.444
45 O -0.342
46 O -0.179
47 H 0.293
48 H 0.349
49 H 0.247
50 H 0.331
51 C -0.004
52 C -0.455
53 O 0.095
54 C 0.557
55 O -0.637
56 O 0.012
57 C -0.646
58 H -0.173
59 H -0.197
60 H 0.150
61 H 0.358
62 H 0.343
63 H 0.027
64 H 0.311
65 H 0.397
66 C -1.210
67 C -0.257
68 O -0.143
69 C 0.604
70 O -0.646
71 O 0.008
72 C -0.731
73 H 0.334
74 H 0.265
75 H 0.410
76 H 0.413
77 H 0.229
78 H 0.467
79 H 0.431
80 H -0.029
81 C -1.349
82 C -0.218
83 O 0.024
84 C 0.313
85 O -0.629
86 O 0.065
87 C -0.541
88 H 0.222
89 H 0.458
90 H 0.425
91 H 0.401
92 H 0.222
93 H 0.446
94 H -0.242
95 H 0.457
96 C -1.300
97 C 0.712
98 O -0.384
99 C 0.342


(3)
Molecular formula: C37H58O28
Method: DFT, ωB97M-V with the def2-TZVPD basis set

Results
Energy relative to the best compared isomer or geometry (same formula, charge and spin) = 0.4551 eV
Orbital gap = 10.4509 eV
Structure (SMILES) = C[C@H]1COC(=O)O1.C[C@H]1COC(=O)O1.C[C@H]1COC(=O)O1.C[C@H]1COC(=O)O1.C[C@H]1COC(=O)O1.C[C@H]1COC(=O)O1.C[C@H]1COC(=O)O1.C[C@H]1COC(=O)O1.C[C@H]1COC(=O)O1.CO

```
! wB97M-V def2-TZVPD RIJCOSX def2/J DEFGRID3
* xyz 0 1
C -2.145 4.191 -1.355
C -3.554 3.666 -1.225
C -3.755 2.348 -0.460
O -4.974 2.634 0.256
C -5.309 3.926 0.182
O -6.281 4.404 0.670
O -4.367 4.597 -0.512
H -1.484 3.375 -1.657
H -1.816 4.493 -0.357
H -2.109 5.020 -2.053
H -3.966 3.480 -2.225
H -2.979 2.045 0.242
H -4.027 1.534 -1.127
C 3.394 -0.791 1.076
C 3.925 0.195 2.072
C 4.549 -0.250 3.402
O 5.943 -0.016 3.231
C 6.134 0.795 2.163
O 7.170 1.274 1.860
O 4.985 0.961 1.470
H 2.483 -1.264 1.458
H 4.045 -1.638 0.854
H 3.120 -0.214 0.196
H 3.135 0.903 2.336
H 4.391 -1.309 3.609
H 4.129 0.309 4.236
C -0.043 -2.610 -5.152
C -1.103 -1.533 -5.302
C -2.233 -1.681 -4.300
O -1.880 -0.768 -3.268
C -0.991 0.143 -3.754
O -0.622 1.109 -3.181
O -0.501 -0.291 -4.929
H 0.266 -2.720 -4.107
H 0.863 -2.475 -5.740
H -0.456 -3.582 -5.448
H -1.354 -1.539 -6.362
H -2.285 -2.703 -3.930
H -3.196 -1.359 -4.700
C 3.432 3.021 -0.660
C 2.823 4.370 -0.419
C 1.331 4.404 -0.755
O 0.798 5.263 0.254
C 1.651 5.297 1.302
O 1.390 5.801 2.347
O 2.799 4.672 0.994
H 3.287 2.278 0.120
H 4.518 3.094 -0.758
H 3.028 2.633 -1.598
H 3.365 5.159 -0.936
H 0.851 3.424 -0.739
H 1.177 4.833 -1.745
C 2.255 -5.759 -2.464
C 1.238 -4.985 -1.709
C 1.464 -4.946 -0.184
O 1.239 -3.586 0.167
C 1.109 -2.839 -0.950
O 0.962 -1.661 -0.956
O 1.423 -3.572 -2.035
H 2.146 -5.712 -3.549
H 2.248 -6.836 -2.271
H 3.266 -5.434 -2.215
H 0.192 -5.171 -1.943
H 2.449 -5.262 0.149
H 0.694 -5.583 0.255
C -0.970 -2.711 2.730
C -0.799 -3.575 3.942
C -0.730 -5.097 3.748
O 0.494 -5.472 4.354
C 1.218 -4.370 4.708
O 2.333 -4.423 5.110
O 0.497 -3.262 4.508
H -0.806 -1.647 2.872
H -1.967 -2.927 2.325
H -0.302 -2.996 1.910
H -1.529 -3.308 4.708
H -0.826 -5.420 2.713
H -1.539 -5.527 4.339
C -5.142 -1.530 0.921
C -4.135 -1.846 -0.155
C -2.808 -1.071 -0.057
O -1.860 -2.044 -0.495
C -2.381 -3.276 -0.348
O -1.753 -4.288 -0.446
O -3.674 -3.195 0.008
H -5.612 -0.567 0.727
H -4.673 -1.499 1.903
H -5.899 -2.315 0.917
H -4.508 -1.636 -1.162
H -2.679 -0.513 0.872
H -2.768 -0.320 -0.848
C -4.910 4.888 4.459
C -4.064 4.208 3.414
C -2.566 4.047 3.716
O -2.261 2.784 3.155
C -3.395 2.058 3.016
O -3.487 0.906 2.730
O -4.451 2.814 3.376
H -4.800 5.969 4.396
H -4.834 4.441 5.447
H -5.947 4.707 4.150
H -4.226 4.693 2.450
H -2.339 4.238 4.764
H -2.030 4.799 3.133
C 5.074 -0.902 -2.089
C 4.502 -0.355 -3.369
C 2.978 -0.155 -3.267
O 2.791 1.174 -3.801
C 3.970 1.772 -4.012
O 4.128 2.876 -4.415
O 4.990 0.938 -3.664
H 5.021 -0.185 -1.263
H 6.158 -1.053 -2.138
H 4.620 -1.830 -1.744
H 4.694 -1.075 -4.169
H 2.576 -0.193 -2.257
H 2.412 -0.775 -3.959
C -0.072 1.187 1.041
O 0.084 1.251 -0.350
H 0.880 1.123 1.577
H -0.595 2.088 1.371
H -0.751 0.388 1.365
H 0.431 0.439 -0.735
*
```

Atomic partial charges in e from the Mulliken method, atoms 1 to 99:
1 C -1.020
2 C 0.543
3 C 1.131
4 O -0.381
5 C 0.467
6 O -0.572
7 O -0.380
8 H 0.030
9 H 0.282
10 H 0.458
11 H 0.210
12 H -0.704
13 H -0.055
14 C -0.068
15 C 0.431
16 C -0.378
17 O -0.355
18 C 0.470
19 O -0.542
20 O -0.140
21 H 0.074
22 H 0.605
23 H -0.570
24 H -0.095
25 H 0.300
26 H 0.264
27 C -1.129
28 C 0.443
29 C -0.659
30 O 0.012
31 C 0.434
32 O -0.407
33 O -0.365
34 H -0.036
35 H 0.381
36 H 0.431
37 H 0.279
38 H 0.329
39 H 0.295
40 C -0.974
41 C 0.572
42 C 0.371
43 O -0.387
44 C 0.588
45 O -0.575
46 O -0.411
47 H -0.165
48 H 0.664
49 H 0.022
50 H 0.344
51 H -0.627
52 H 0.344
53 C -1.613
54 C 0.544
55 C -0.662
56 O -0.104
57 C -0.948
58 O 0.585
59 O -0.220
60 H 0.369
61 H 0.379
62 H 0.337
63 H 0.325
64 H 0.491
65 H 0.237
66 C -0.474
67 C 0.221
68 C -0.386
69 O -0.371
70 C 0.642
71 O -0.534
72 O -0.399
73 H 0.308
74 H 0.190
75 H -0.249
76 H 0.443
77 H 0.229
78 H 0.303
79 C -1.409
80 C 0.509
81 C 1.183
82 O 0.949
83 C -0.082
84 O -0.538
85 O -0.458
86 H 0.330
87 H 0.283
88 H 0.421
89 H 0.322
90 H -0.721
91 H -0.494
92 C -1.694
93 C 0.895
94 C -0.493
95 O -0.240
96 C 0.584
97 O -0.496
98 O -0.350
99 H 0.395


Respective largest force on an atom values: 8.1, 4.7, 2.4 eV/Å.